ORCA calculation (ωB97M-V with the def2-TZVPD basis set) on C12H34O7Si2 as an isolated structure.

Summary:
- HOMO level (eV) = -9.3
- gap between HOMO and LUMO (Ha) = 0.3693

Each line ends with the Löwdin charge.
CARTESIAN COORDINATES (ANGSTROEM)
C: 2.8575 -1.8909 1.7123  -0.09
C: 1.6145 -0.9241 1.1950  -0.25
O: 1.2760 0.1657 2.1261  -0.21
C: 0.8497 1.3725 1.4007  -0.18
C: -0.7201 1.2750 0.8324  -0.23
O: -1.5973 1.5334 1.9857  -0.31
Si: -3.0811 0.5745 1.9121  0.53
O: -2.7823 -1.1417 2.1418  -0.50
Si: -3.6604 -2.1368 0.9902  0.54
H: 3.1029 -1.6478 2.8314  0.09
H: 3.8148 -1.7660 1.0141  0.07
H: 2.4919 -3.0064 1.5793  0.08
H: 1.9593 -0.4826 0.1588  0.12
H: 0.6629 -1.6183 1.0374  0.12
H: 1.5462 1.6420 0.4697  0.13
H: 0.9589 2.2780 2.1440  0.14
H: -0.9049 0.2515 0.2895  0.11
H: -0.7919 2.1077 -0.0166  0.13
H: -3.8926 0.9003 0.7325  -0.02
H: -3.8947 1.0132 3.0752  -0.02
H: -2.7621 -2.5701 -0.0741  -0.08
H: -4.8240 -1.5030 0.3849  -0.08
H: -4.0889 -3.3579 1.6958  -0.07
C: -7.8931 3.6188 -2.6152  -0.12
O: -8.2070 3.7235 -1.2305  -0.20
C: -7.9598 2.5078 -0.5189  -0.19
C: -6.5626 2.4962 0.1312  -0.20
O: -5.5175 2.5612 -0.8455  -0.22
C: -5.0680 3.8935 -1.0772  -0.11
H: -7.7290 4.6287 -3.0080  0.09
H: -6.9904 3.0274 -2.8025  0.08
H: -8.7344 3.1619 -3.1512  0.09
H: -8.1066 1.6433 -1.1714  0.12
H: -8.7105 2.4512 0.2812  0.12
H: -6.4455 1.5486 0.6618  0.11
H: -6.4588 3.2985 0.8603  0.12
H: -4.3384 4.1621 -0.3140  0.09
H: -5.8803 4.6166 -1.0721  0.08
H: -4.5826 3.9171 -2.0541  0.09
C: 8.1640 -3.4106 -2.3450  -0.12
O: 8.5351 -2.1732 -1.7468  -0.20
C: 7.4037 -1.3639 -1.4145  -0.19
C: 6.9618 -1.5663 0.0479  -0.19
O: 6.5298 -2.9090 0.2953  -0.21
C: 7.5720 -3.7319 0.8122  -0.11
H: 8.9929 -4.1163 -2.2181  0.09
H: 7.2681 -3.8493 -1.8926  0.08
H: 7.9844 -3.2634 -3.4174  0.09
H: 6.5819 -1.5464 -2.1116  0.12
H: 7.7163 -0.3177 -1.5363  0.12
H: 6.1045 -0.9155 0.2342  0.11
H: 7.7506 -1.2813 0.7427  0.12
H: 7.6443 -3.5826 1.8889  0.09
H: 8.5358 -3.5257 0.3525  0.08
H: 7.3046 -4.7716 0.6167  0.09

Cartesian forces (eV/Å) of the 3 atoms listed first:
C -0.5 0.1 -0.4
C 0.3 -1.0 -0.7
O 0.3 0.4 -2.4

=====

ORCA calculation (ωB97M-V with the def2-TZVPD basis set) on C12H35N3O6V as an isolated structure.

Summary:
- 2S+1 = 3
- total charge = +1
- HOMO level (alpha / beta) (eV) = -11.6 / -11.6
- gap between HOMO and LUMO (alpha / beta) (Ha) = 0.2976 / 0.1477
- ΔE to the lowest compared entry with this formula, charge and spin (kJ/mol) = 0.0
- expectation value of S² = 2.02

Each line ends with the Mulliken spin population.
CARTESIAN COORDINATES (ANGSTROEM)
O: 1.1887 -0.3564 -0.2777  0.00
V: 0.4131 1.0420 -0.2214  1.06
O: -1.2713 0.1414 0.6535  0.89
H: -1.7868 -0.5430 1.1229  -0.03
O: 2.0612 2.3050 -0.8295  0.08
H: 2.2214 1.8012 -1.6512  0.00
C: -0.8027 4.7211 1.7732  0.00
C: -0.1491 3.4739 1.2946  -0.01
C: 0.1328 2.4059 2.3899  0.01
O: 1.0953 1.4313 2.0117  0.00
C: 1.1587 0.3703 2.9599  0.00
N: -0.8134 2.9663 0.0854  0.01
H: -1.8345 4.5315 2.0689  0.00
H: -0.8726 5.4643 0.9789  0.00
H: -0.2958 5.1459 2.6396  0.00
H: 0.8018 3.9320 1.0228  0.00
H: -0.7728 1.9016 2.7271  0.00
H: 0.4591 2.9577 3.2715  0.00
H: 1.1226 0.8150 3.9544  0.00
H: 1.9855 -0.3264 2.8219  0.00
H: 0.2398 -0.1891 2.7843  0.00
H: -1.8064 2.9407 0.2680  0.00
H: -0.8569 3.6894 -0.6185  0.00
C: -1.3090 -2.8854 2.8394  0.00
C: -0.4329 -4.1026 2.7440  0.00
C: 0.7728 -3.9359 1.8141  0.00
O: 1.5947 -2.8633 2.1002  0.00
C: 2.8239 -2.8877 1.3327  0.00
N: 0.0007 -4.3179 4.0965  0.00
H: -0.7152 -2.0088 3.0982  0.00
H: -2.1756 -2.9840 3.4932  0.00
H: -1.7685 -2.7185 1.8652  0.00
H: -1.0321 -4.9757 2.4855  0.00
H: 0.3721 -3.8374 0.8052  0.00
H: 1.3433 -4.8626 1.8750  0.00
H: 2.7465 -2.6130 0.2807  0.00
H: 3.3838 -3.7882 1.5852  0.00
H: 3.3888 -2.0900 1.8151  0.00
H: 0.4985 -3.4742 4.3427  0.00
H: 0.7439 -4.9986 4.0308  0.00
C: 1.0213 -0.7260 -3.3680  0.00
C: 0.1273 0.5041 -3.5525  0.01
C: -0.7769 0.4445 -4.7552  0.00
O: -1.6693 1.4951 -4.7459  0.00
C: -2.4833 1.5807 -5.8980  0.00
N: -0.5710 0.7722 -2.2738  -0.01
H: 0.3529 -1.5439 -3.0988  0.00
H: 1.8631 -0.5311 -2.7036  0.00
H: 1.3996 -1.0995 -4.3195  0.00
H: 0.6866 1.4268 -3.7074  0.00
H: -1.3028 -0.5081 -4.8200  0.00
H: -0.0573 0.5709 -5.5642  0.00
H: -3.3390 2.2530 -5.8367  0.00
H: -2.9570 0.6261 -6.1272  0.00
H: -1.7910 1.8541 -6.6943  0.00
H: -1.1848 0.0287 -1.9730  -0.01
H: -1.1720 1.5747 -2.3961  0.00

Cartesian forces (eV/Å) of the 3 atoms listed first:
O -1.5 1.3 0.4
V 3.9 0.1 -1.1
O 0.0 -0.1 -0.2

=====

ORCA calculation (ωB97M-V with the def2-TZVPD basis set) on C12H36B3Cs2O6S3 as an isolated structure.

Summary:
- total charge = -1
- HOMO level (eV) = -4.7
- gap between HOMO and LUMO (Ha) = 0.2006
- ΔE to the lowest compared entry with this formula, charge and spin (kJ/mol) = 134.6

Each line ends with the Löwdin charge.
CARTESIAN COORDINATES (ANGSTROEM)
Cs: -2.8581 -1.6503 -1.5860  0.95
Cs: -2.8483 -0.6343 3.0685  0.93
B: -1.9831 -3.6989 3.0957  -0.56
H: -2.2839 -3.3010 2.0639  -0.12
H: -1.0104 -3.1229 3.2938  -0.08
H: -2.8244 -3.4771 3.8384  -0.12
H: -1.6924 -4.8181 3.0332  -0.05
B: -1.6286 -4.6707 -1.0739  -0.52
H: -2.5781 -4.6957 -1.7157  -0.12
H: -0.7997 -3.9997 -1.4897  -0.10
H: -1.9402 -4.3417 -0.0184  -0.08
H: -1.2137 -5.7470 -0.9338  -0.06
B: -0.4440 -0.5910 0.3845  -0.56
H: 0.6723 -0.6007 0.7117  -0.03
H: -0.9643 -1.0113 1.3036  -0.15
H: -0.7868 0.4643 0.0856  -0.06
H: -0.4674 -1.2835 -0.5165  -0.13
C: 0.7022 1.8068 2.8895  -0.20
C: 0.8910 3.1267 2.1562  -0.22
C: 2.1196 3.0122 1.2632  -0.22
S: 3.3005 1.9077 2.0921  0.68
O: 4.2130 2.6470 2.9328  -0.34
O: 3.7921 0.9532 1.1253  -0.33
C: 2.0547 1.1293 3.1758  -0.19
H: 0.2305 1.1392 2.1667  0.06
H: 0.1743 1.9849 3.8246  0.11
H: 1.0701 3.9648 2.8380  0.11
H: 0.0512 3.4156 1.5247  0.09
H: 2.5338 3.9750 0.9648  0.10
H: 1.8381 2.5341 0.3216  0.10
H: 2.4647 1.2617 4.1759  0.10
H: 2.1256 0.0734 2.9185  0.10
C: 2.5728 -1.4141 -1.4092  -0.24
C: 4.0487 -1.5443 -1.7181  -0.23
C: 4.4232 -2.9863 -2.1283  -0.21
S: 2.8773 -3.9568 -2.2592  0.70
O: 2.7584 -4.7106 -1.0239  -0.32
O: 2.8513 -4.6012 -3.5498  -0.35
C: 1.7750 -2.4571 -2.2035  -0.19
H: 2.2575 -0.3884 -1.5972  0.11
H: 2.3316 -1.5929 -0.3597  0.10
H: 4.7536 -1.2357 -0.9406  0.10
H: 4.3298 -0.8207 -2.4904  0.10
H: 5.1383 -3.5289 -1.5216  0.09
H: 4.7420 -2.8687 -3.1641  0.09
H: 0.7343 -2.6242 -1.9299  0.05
H: 1.7064 -2.0478 -3.2201  0.10
C: -2.4958 3.9763 -0.3499  -0.20
C: -3.9427 3.5496 -0.0812  -0.20
C: -4.6022 3.6378 -1.4501  -0.22
S: -3.4070 2.9270 -2.6675  0.69
O: -3.1186 3.8398 -3.7528  -0.33
O: -3.6017 1.5223 -2.9568  -0.38
C: -2.0490 3.0014 -1.4308  -0.22
H: -1.8597 3.8633 0.5300  0.09
H: -2.3272 5.0084 -0.6594  0.12
H: -4.5221 4.2689 0.4998  0.12
H: -4.0113 2.5342 0.3034  0.12
H: -4.5929 4.6754 -1.7892  0.10
H: -5.5861 3.1900 -1.5683  0.10
H: -1.0914 3.0656 -1.9475  0.12
H: -2.0027 1.9655 -1.0790  0.07

Cartesian forces (eV/Å) of the 3 atoms listed first:
Cs 0.3 -0.8 0.1
Cs 0.4 -0.8 0.0
B 0.4 -0.4 -0.3

=====

So what do the calculations give for max |F|? Going down the list: 3.5; 4.1; 2.5 eV/Å.